# 1
One molecule with the formula C2H4N2O2 in a non-equilibrium geometry, computed with ωB97M-V/def2-TZVPD.

Results
Energy above the lowest of the compared OMol25 structures with the same formula, charge and spin (kcal/mol): 28.64
Charge: 0
Structure (SMILES): N/C=N\C(=O)O
HOMO (hartree): -0.3699
Orbital gap (hartree): 0.3934
Lowest unoccupied orbital energy (eV): 0.6

Element x y z (Å)
1 C 1.34789 0.05510 0.22806
2 N -1.26593 -0.96135 -0.16409
3 C -0.97028 0.33377 -0.23666
4 O 2.26911 0.98261 0.37998
5 N 0.19552 0.85156 -0.04604
6 O 1.38894 -1.13598 0.43496
7 H 1.51751 1.77364 0.15362
8 H -0.50530 -1.59861 0.06176
9 H -2.19247 -1.31073 -0.33054
10 H -1.78500 1.00999 -0.48106



# 2
One molecule with the formula C2H4N2O2 in a non-equilibrium geometry, computed with ωB97M-V/def2-TZVPD.

Results
Energy above the lowest of the compared OMol25 structures with the same formula, charge and spin (kcal/mol): 78.57
Charge: 0
Structure (SMILES): N/N=C\OC=O
HOMO (hartree): -0.3449
Orbital gap (hartree): 0.3792
Lowest unoccupied orbital energy (eV): 0.9

Element x y z (Å)
1 C 0.48371 -0.60358 1.00883
2 C 0.84362 0.58185 -1.13286
3 H -2.57857 -0.16547 1.00849
4 H -1.56325 -0.02325 -0.37874
5 H 1.34427 -0.94681 1.63083
6 H 1.69956 1.24828 -1.44259
7 N -1.62335 0.03409 0.68938
8 N -0.65511 -0.53415 1.37047
9 O 1.33058 0.03575 -0.09004
10 O -0.19518 0.40401 -1.72155



# 3
One molecule with the formula C2H4N2O2 in a non-equilibrium geometry, computed with ωB97M-V/def2-TZVPD.

Results
Energy above the lowest of the compared OMol25 structures with the same formula, charge and spin (kcal/mol): 169.66
Charge: 0
HOMO (spin up / spin down) (hartree): -0.3335 / -0.3342
Orbital gap (spin up / spin down) (hartree): 0.3279 / 0.3293
Lowest unoccupied orbital energy (spin up / spin down) (eV): -0.2 / -0.1

Element x y z (Å)
1 C 0.91203 -0.31658 -0.10910
2 C -0.22272 0.30607 -0.88901
3 N -1.25228 0.64716 0.12730
4 N 0.60273 -0.93112 0.94781
5 O 1.00543 -1.54035 1.87251
6 O -1.44230 -0.38292 0.85473
7 H 1.81848 -0.08123 -0.52421
8 H 0.16651 1.19773 -1.44534
9 H -0.79253 -0.28734 -1.60310
10 H -0.79534 1.38858 0.76841



# 4
One molecule with the formula C2H4N2O2 in a non-equilibrium geometry, computed with ωB97M-V/def2-TZVPD.

Results
Energy above the lowest of the compared OMol25 structures with the same formula, charge and spin (kcal/mol): 81.76
Charge: 0
Structure (SMILES): N/N=C\OC=O
HOMO (hartree): -0.3440
Orbital gap (hartree): 0.3675
Lowest unoccupied orbital energy (eV): 0.6

Element x y z (Å)
1 C -0.13693 0.91650 -0.33950
2 C 1.85280 -0.36143 -0.18298
3 H -2.80673 -0.54383 0.53513
4 H -1.27026 -1.05506 0.66447
5 H 0.39784 1.86459 -0.45973
6 H 2.11183 -1.44114 -0.48771
7 N -1.88100 -0.42394 0.20077
8 N -1.39713 0.89619 0.00947
9 O 0.53876 -0.35826 -0.40118
10 O 2.59083 0.50639 0.46127



Please write out number 2 again, unchanged.
One molecule with the formula C2H4N2O2 in a non-equilibrium geometry, computed with ωB97M-V/def2-TZVPD.

Results
Energy above the lowest of the compared OMol25 structures with the same formula, charge and spin (kcal/mol): 78.57
Charge: 0
Structure (SMILES): N/N=C\OC=O
HOMO (hartree): -0.3449
Orbital gap (hartree): 0.3792
Lowest unoccupied orbital energy (eV): 0.9

Element x y z (Å)
1 C 0.48371 -0.60358 1.00883
2 C 0.84362 0.58185 -1.13286
3 H -2.57857 -0.16547 1.00849
4 H -1.56325 -0.02325 -0.37874
5 H 1.34427 -0.94681 1.63083
6 H 1.69956 1.24828 -1.44259
7 N -1.62335 0.03409 0.68938
8 N -0.65511 -0.53415 1.37047
9 O 1.33058 0.03575 -0.09004
10 O -0.19518 0.40401 -1.72155



Copy entry 2 word for word.
One molecule with the formula C2H4N2O2 in a non-equilibrium geometry, computed with ωB97M-V/def2-TZVPD.

Results
Energy above the lowest of the compared OMol25 structures with the same formula, charge and spin (kcal/mol): 78.57
Charge: 0
Structure (SMILES): N/N=C\OC=O
HOMO (hartree): -0.3449
Orbital gap (hartree): 0.3792
Lowest unoccupied orbital energy (eV): 0.9

Element x y z (Å)
1 C 0.48371 -0.60358 1.00883
2 C 0.84362 0.58185 -1.13286
3 H -2.57857 -0.16547 1.00849
4 H -1.56325 -0.02325 -0.37874
5 H 1.34427 -0.94681 1.63083
6 H 1.69956 1.24828 -1.44259
7 N -1.62335 0.03409 0.68938
8 N -0.65511 -0.53415 1.37047
9 O 1.33058 0.03575 -0.09004
10 O -0.19518 0.40401 -1.72155